This record from the OMol25 dataset describes a structure of composition C39H59N10PS2Yb. The level of theory is ωB97M-V with the def2-TZVPD basis set.

The calculation puts the total energy at -4365.48300 a.u. As for the relative energy (zero: lowest compared OMol25 entry of this formula, charge and spin): 0.00 kcal per mole. Its spin multiplicity is 2. For the lowest unoccupied orbital energy (alpha / beta), the calculation gives -2.732 / -2.730 eV. For the HOMO energy (alpha / beta), the calculation gives -0.3687 / -0.3687 Ha. Its gap between HOMO and LUMO (alpha / beta) is 7.3 / 7.3 eV. As for the expectation value of S²: 0.75. As for the total charge: +1.

Each line ends with the Mulliken spin population.
Cartesian coordinates (Å):
Yb (-0.43680, -0.35096, 0.25311)  1.010
S (1.89574, -0.90287, 3.06851)  0.000
S (0.43090, 2.15225, -0.78596)  0.000
P (-2.61174, -1.79316, -2.05826)  0.001
N (-0.51351, 3.89392, -2.48511)  0.000
N (1.84970, -0.58046, 1.37439)  0.000
N (-1.44677, -0.85563, -1.60916)  0.004
N (4.19528, -0.67010, 1.24506)  0.000
N (-1.28876, 1.71520, -2.78632)  0.001
N (-4.18870, -1.29789, -1.85695)  0.000
N (-2.60128, -2.06612, -3.71969)  -0.001
N (1.64095, -0.77152, -1.27753)  0.000
N (-1.43655, 1.45370, 1.88388)  -0.007
N (-2.57320, -3.27112, -1.29255)  0.000
C (2.94907, -0.59015, 0.70639)  0.002
C (-1.92429, 1.85131, -4.08085)  0.000
C (-3.74906, -2.53012, -4.49649)  0.000
C (-1.74385, -0.59106, 3.26357)  0.000
C (-0.55814, 2.59967, -2.13250)  0.000
C (3.45701, -0.20285, 3.48313)  0.000
C (-1.15672, -2.07089, -5.70754)  0.000
C (5.99691, 0.66999, 4.18223)  0.000
C (-2.30408, 0.74119, 2.84956)  -0.002
C (-2.35209, -2.43984, -6.57812)  0.000
C (4.48435, -0.21841, 2.55580)  0.000
C (-1.87574, -1.00996, 4.58175)  0.000
C (3.74073, -0.09853, -2.95948)  0.000
C (-2.20585, 2.57005, 1.31938)  0.001
C (-3.65598, -2.00182, -5.92149)  0.000
C (-0.68410, -2.64359, 2.70997)  -0.005
C (-0.84123, -5.01271, -1.06922)  0.000
C (-0.82795, -3.09111, 4.02038)  0.000
C (-0.27460, 1.99204, 2.60636)  0.001
C (-1.52602, 4.65929, -3.19461)  0.000
C (3.69581, 0.28203, 4.75881)  0.000
C (-4.64604, -0.11244, -2.57567)  0.000
C (5.75069, 0.22326, 2.89021)  0.000
C (-4.81212, -0.27014, 0.29533)  0.000
C (-3.59138, -4.28550, -1.56220)  0.000
C (-1.49426, -3.77132, -0.46586)  0.000
C (-1.35941, -2.57924, -4.28794)  0.000
C (2.49193, -0.38950, -3.47293)  0.000
C (-4.58070, 1.15261, -1.73042)  0.000
C (3.92625, -0.15032, -1.58463)  0.000
C (-4.88747, -1.49799, -0.59342)  0.000
C (-1.42038, -2.26393, 4.96120)  0.000
C (-1.87924, -6.09166, -1.35795)  0.000
C (1.46544, -0.70069, -2.59314)  0.000
C (-1.12866, -1.38500, 2.27833)  -0.004
C (2.85510, -0.51103, -0.78390)  0.000
C (4.97096, 0.70229, 5.11458)  0.000
C (-5.34410, 0.95989, -0.42715)  0.000
C (-3.00121, -5.52638, -2.21774)  0.000
H (-0.59854, 2.73711, 3.34470)  0.000
H (-3.78461, -6.27025, -2.37600)  0.000
H (-1.37510, 2.54354, -4.71706)  0.000
H (-1.62655, 5.62324, -2.69820)  0.000
H (2.89231, 0.30748, 5.48159)  0.000
H (-1.41658, -6.95509, -1.83798)  0.000
H (0.24424, 1.18692, 3.12766)  0.000
H (-1.91119, 0.86748, -4.54741)  0.000
H (-3.71217, -0.90811, -5.89398)  0.000
H (4.88398, 0.12255, -1.16747)  0.000
H (-5.68670, -0.28776, -2.88358)  0.000
H (-0.46356, -4.06812, 4.31056)  0.000
H (-0.72821, -2.99344, -0.36977)  0.000
H (0.17187, 4.42287, -1.96728)  0.000
H (2.29530, -0.35614, -4.53414)  0.000
H (-2.37090, -3.52740, -6.70848)  0.000
H (-2.29815, -6.44681, -0.41027)  0.000
H (-1.03818, -0.98237, -5.68245)  0.000
H (-5.93844, -1.72473, -0.81825)  0.000
H (-4.51106, -2.35408, -6.50125)  0.000
H (5.15894, 1.05452, 6.11765)  0.000
H (-5.27767, 1.85082, 0.20185)  0.000
H (-2.60922, -5.25412, -3.20254)  0.000
H (-0.52947, -2.31192, -3.63924)  0.000
H (-3.26905, 0.59460, 2.36356)  0.000
H (-6.40813, 0.81455, -0.64222)  0.000
H (4.97356, -0.72983, 0.60983)  0.000
H (-3.02808, 2.18409, 0.71515)  0.000
H (-0.17129, -3.30940, 2.01770)  0.000
H (-0.07854, -5.38546, -0.38139)  0.000
H (-2.49037, 1.39139, 3.71851)  0.000
H (-4.37862, -3.84752, -2.17602)  0.000
H (-2.48883, 4.15841, -3.13501)  0.000
H (-1.87506, -3.98703, 0.53803)  0.000
H (-2.25423, -2.00933, -7.57610)  0.000
H (-1.52700, -2.59090, 5.98728)  0.000
H (-2.62538, 3.18913, 2.12318)  0.000
H (-2.96386, 2.17414, -4.00336)  0.000
H (-3.76040, -0.11480, 0.56647)  0.000
H (6.54297, 0.21363, 2.15356)  0.000
H (-2.33765, -0.36048, 5.31709)  0.000
H (-5.36007, -0.45504, 1.22220)  0.000
H (-4.98707, 1.99094, -2.30121)  0.000
H (-1.39917, -3.68021, -4.30603)  0.000
H (-4.05631, -4.57089, -0.60724)  0.000
H (-3.76373, -3.63126, -4.52353)  0.000
H (4.55903, 0.17998, -3.60813)  0.000
H (-1.26723, 4.82854, -4.23947)  0.000
H (-4.06189, -0.00693, -3.49017)  0.000
H (0.40715, 2.47600, 1.90731)  0.000
H (6.98942, 0.99905, 4.45303)  0.000
H (-0.23532, -2.48635, -6.12126)  0.000
H (-4.66895, -2.21026, -4.01549)  0.000
H (-1.56258, 3.18187, 0.69271)  0.000
H (-1.39306, 0.76317, -2.32295)  -0.002
H (-4.46933, -2.36644, -0.08776)  0.000
H (0.44706, -0.86706, -2.91811)  0.000
H (-0.33284, -4.72889, -1.99637)  0.000
H (-3.52892, 1.37803, -1.50807)  0.000

This record from the OMol25 dataset describes the molecule C3H6N2O at a distorted geometry. The level of theory is ωB97M-V with the def2-TZVPD basis set.

The calculation puts the total energy at -302.64063 a.u. As for the relative energy (zero: lowest compared OMol25 entry of this formula, charge and spin): 32.92 kcal per mole. The structure (SMILES) is N#C[C@H](O)CN. For the lowest unoccupied orbital energy, the calculation gives 0.844 eV. For the HOMO energy, the calculation gives -0.3754 Ha. Its gap between HOMO and LUMO is 11.1 eV. As for the total charge: 0.

Each line ends with the Löwdin charge.
Cartesian coordinates (Å):
O (1.20041, 0.13390, 1.46454)  -0.011
N (1.47071, -1.28451, -1.57780)  0.162
N (-1.18943, -0.76086, 0.04758)  0.004
C (1.33581, -0.40119, -0.84304)  -0.160
C (0.84424, 0.56129, 0.18022)  -0.385
C (-0.67830, 0.60598, -0.01094)  -0.233
H (-1.07948, 1.17768, 0.83367)  0.124
H (-0.72713, -1.33835, -0.65675)  0.053
H (-0.91242, 1.15306, -0.93760)  0.120
H (1.28699, 1.54959, 0.02630)  0.150
H (-2.17612, -0.77312, -0.18552)  0.076
H (0.62473, -0.62347, 1.65933)  0.100

This record from the OMol25 dataset describes a structure of composition C19H13N5O3Se3Te2Y at a distorted geometry. The level of theory is ωB97M-V with the def2-TZVPD basis set.

The calculation puts the total energy at -9010.30379 a.u. As for the relative energy (zero: lowest compared OMol25 entry of this formula, charge and spin): 18.83 kcal per mole. For the lowest unoccupied orbital energy, the calculation gives 0.704 eV. For the HOMO energy, the calculation gives -0.1489 Ha. Its gap between HOMO and LUMO is 4.8 eV. As for the total charge: -1.

Each line ends with the Löwdin charge.
Cartesian coordinates (Å):
Te (-3.04155, 1.40459, -0.84171)  0.215
Te (-1.55752, 3.16184, 0.56254)  0.142
Y (0.05059, 0.19542, 0.10726)  0.743
Se (-0.38823, -2.91525, 3.38281)  1.186
Se (-2.42042, -0.85913, -0.01380)  -0.151
Se (0.85037, 2.91378, -0.09714)  -0.152
O (-0.29640, 0.78971, -1.99541)  -0.422
O (-1.01748, 2.51959, -3.78153)  0.040
O (1.86183, -0.65347, 0.88710)  -0.221
N (0.22880, -1.34034, -2.68405)  0.067
N (0.37397, -2.08144, 4.73024)  -0.223
N (0.04521, 0.75844, 2.50986)  0.001
N (-0.54182, -1.48396, 2.38328)  -0.278
N (0.68688, -1.49020, -1.39500)  -0.097
C (-1.09587, 1.47437, -4.61878)  -0.267
C (2.68513, -4.62574, 1.67893)  -0.129
C (-0.24920, -0.14117, -2.89642)  -0.450
C (2.77096, -2.29955, 2.30326)  -0.060
C (2.11466, -1.90569, 1.11265)  -0.387
C (0.51652, -0.81620, 4.35982)  -0.395
C (1.17172, -2.63759, -1.09375)  -0.073
C (3.03782, -3.62132, 2.58174)  -0.125
C (-1.52626, 1.73058, -5.92352)  -0.023
C (1.22332, 1.44274, 4.49506)  -0.027
C (0.66344, 1.67006, 3.21284)  -0.139
C (1.14876, 0.21580, 5.08922)  0.004
C (-0.89646, -0.86578, -5.19198)  -0.036
C (-0.00971, -0.48030, 3.05789)  -0.472
C (-1.33402, -0.60408, -6.47521)  -0.112
C (2.07770, -4.27098, 0.49222)  -0.065
C (-0.76256, 0.15773, -4.25157)  -0.072
C (1.77554, -2.93859, 0.18626)  -0.155
C (-1.64212, 0.70395, -6.83756)  -0.105
H (-1.43075, -1.40495, -7.19762)  0.089
H (2.89938, -5.66394, 1.89886)  0.089
H (3.05654, -1.51595, 2.99499)  0.112
H (-0.70828, 2.18316, -2.90914)  0.045
H (1.82143, -5.03048, -0.23912)  0.106
H (1.15021, -3.42871, -1.84496)  0.125
H (1.72076, 2.26302, 4.99375)  0.106
H (1.57281, 0.02440, 6.06607)  0.116
H (-1.97540, 0.92160, -7.84574)  0.094
H (3.52622, -3.88005, 3.51459)  0.100
H (-0.64910, -1.86961, -4.87837)  0.102
H (0.74525, 2.64719, 2.75007)  0.043
H (-1.76327, 2.75252, -6.19043)  0.111